Entry from the Open Molecules 2025 dataset: H16O8Xe as an isolated structure (ωB97M-V/def2-TZVPD).

## Properties
orbital gap	10.917	eV
relative energy (zero: lowest compared OMol25 entry of this formula, charge and spin)	0.761	eV
charge	0

```
25
Properties=species:S:1:pos:R:3:nbo_charge:R:1
Xe 17.672 -12.819 -18.884 0.00
O 21.153 -9.941 -20.347 -0.94
H 20.629 -10.738 -20.271 0.48
H 22.034 -10.208 -20.084 0.46
O 19.106 -15.484 -16.665 -0.95
H 19.749 -14.789 -16.525 0.48
H 19.373 -16.183 -16.069 0.49
O 20.779 -13.024 -20.593 -0.96
H 20.348 -13.585 -21.238 0.49
H 21.428 -12.534 -21.098 0.49
O 15.949 -14.980 -16.331 -0.96
H 16.893 -14.839 -16.256 0.50
H 15.699 -15.381 -15.498 0.48
O 16.995 -9.391 -21.127 -0.94
H 17.593 -9.225 -20.398 0.47
H 16.198 -9.721 -20.713 0.47
O 20.346 -15.326 -19.312 -0.97
H 20.504 -14.406 -19.524 0.47
H 19.929 -15.305 -18.451 0.47
O 14.943 -16.243 -18.540 -0.96
H 14.508 -15.675 -19.175 0.45
H 15.124 -15.674 -17.792 0.49
O 13.757 -12.050 -18.537 -0.94
H 13.819 -12.837 -19.079 0.47
H 13.609 -12.381 -17.651 0.47
```